Record 1
C4H6ClFO as an isolated structure, computed with ωB97M-V with the def2-TZVPD basis set.

Geometry (Å):
C 0.79483 0.64489 -1.35100
C 1.16851 -0.10633 0.77357
C -0.09426 -0.53957 1.02306
C -1.35382 -0.52543 0.38735
H 0.96501 -0.52241 -1.88289
H 0.84440 1.72595 -2.03191
H -0.57695 0.72871 -1.13756
H 1.96298 -0.17348 1.62583
H -0.02293 -0.97910 2.07020
H -1.95694 -1.29108 0.97334
O 1.83044 0.59782 -0.20913
F -1.47444 -0.69323 -1.01643
Cl -2.08684 1.13327 0.77556

Max |F| in eV/A: 5.492
Relative energy (zero: lowest compared OMol25 entry of this formula, charge and spin) in kcal per mole: 96.3
Total energy in hartree: -791.127148
Gap between HOMO and LUMO in eV: 10.1
2S+1: 1

=====

Record 2
C19H24CuNO8P as an isolated structure, computed with ωB97M-V with the def2-TZVPD basis set.

Geometry (Å):
C -2.21015 4.19686 -2.61155
C -3.08649 3.12501 -1.72491
O -2.23204 2.60205 -0.64733
P -1.74588 0.94047 -0.96465
O -1.28382 0.34750 0.46102
C -0.26907 0.91784 -2.23586
C -0.38805 -0.29449 -3.33245
C 0.71428 -1.50894 -3.13257
C 1.17074 -1.75338 -1.57252
C 0.13950 -2.39903 -0.47227
C 0.62405 -2.59731 1.11610
C 2.14217 -2.14542 1.58223
C 2.66180 -2.26980 3.14061
C 1.36903 -2.24927 4.14490
O 0.77107 -3.44905 4.38241
O 0.75255 -1.07535 4.77670
C 1.64738 0.09019 4.80672
C 1.01609 1.50851 4.18854
O 2.88061 0.14257 5.31576
C 3.16520 -1.53684 0.44735
C 2.69594 -1.34508 -1.11684
C 3.96905 -0.73297 -1.95905
O 4.02669 -0.21007 -3.18974
N 5.11052 -0.98402 -0.95428
C 4.71403 -1.00799 0.53334
O 5.50633 -0.69754 1.57055
O -3.06399 -0.08471 -1.49264
C -4.25391 0.06699 -0.64042
C -4.22636 -0.97046 0.67021
H -2.75476 5.25097 -2.61612
H -1.13844 4.33191 -2.14584
H -2.06472 3.74755 -3.68281
H -3.93951 3.76434 -1.19050
H -3.64575 2.30977 -2.35501
H 0.77754 1.00557 -1.70436
H -0.39612 1.93294 -2.84991
H -0.15623 0.19328 -4.39689
H -1.45200 -0.77905 -3.42466
H 0.24630 -2.51594 -3.53102
H 1.68567 -1.21945 -3.74658
H -0.94883 -2.67815 -0.85165
H -0.18007 -3.05826 1.85027
H 3.15274 -3.35230 3.25233
H 3.51173 -1.50804 3.39734
H -0.16928 1.42609 4.29195
H 1.32624 2.38413 4.92438
H 1.37501 1.73452 3.09808
H 6.01889 -0.51750 -1.17459
H -5.17664 -0.31520 -1.29469
H -4.49942 1.16835 -0.32467
H -3.88306 -0.33955 1.59410
H -5.36562 -1.27751 0.83509
H -3.57640 -1.92983 0.46259
Cu -1.06457 3.61508 0.49382

⟨S²⟩: 0.81
Total charge: +2
Max |F| in eV/A: 9.463
Total energy in hartree: -3375.696670
Gap between HOMO and LUMO (spin up / spin down) in eV: 7.5 / 5.4
2S+1: 2

=====

Record 3
One molecule with the formula C5H9NO, computed with ωB97M-V with the def2-TZVPD basis set.

Geometry (Å):
C 0.53547 -1.31963 0.46646
C -1.29643 -0.00529 1.01095
C 0.32298 0.08695 -0.27493
C 1.06191 1.40608 0.08277
C -0.12838 -0.13843 -1.67001
N -0.59323 -1.20408 1.28037
O 1.37609 -2.11958 0.25054
H -1.17925 0.69111 1.73581
H -2.26571 -0.12261 0.60180
H 0.44719 2.19681 -0.27713
H 2.02147 1.32485 -0.37927
H 1.13200 1.49618 1.19272
H 0.70666 -0.39299 -2.28011
H -0.54692 0.86561 -2.12911
H -0.97194 -0.94736 -1.73967
H -0.62191 -1.81762 2.12881

Max |F| in eV/A: 5.327
Relative energy (zero: lowest compared OMol25 entry of this formula, charge and spin) in kcal per mole: 70.7
Total energy in hartree: -325.824850
Gap between HOMO and LUMO in eV: 10.0
2S+1: 1

=====

Record 4
One molecule with the formula C4H6N2OS, computed with ωB97M-V with the def2-TZVPD basis set.

Geometry (Å):
O -3.25016 -1.25459 -0.31661
C -2.28826 -0.78807 0.25707
N -1.10720 -0.43711 -0.35300
C 0.03644 0.02488 0.33431
C 0.73263 1.34033 -0.10074
N 1.94709 0.54703 -0.22772
C 1.39407 -0.64827 0.01646
S 1.93165 -2.18990 -0.04720
H -2.25929 -0.56973 1.34134
H -1.02248 -0.70121 -1.35041
H -0.15610 0.02591 1.39583
H 0.77983 2.17285 0.63775
H 0.36898 1.74527 -1.07433
H 2.89281 0.73261 -0.51275

Max |F| in eV/A: 1.361
Relative energy (zero: lowest compared OMol25 entry of this formula, charge and spin) in kcal per mole: 39.9
Total energy in hartree: -738.941032
Gap between HOMO and LUMO in eV: 9.2
2S+1: 1

=====

Record 5
C38H42BrN8O9STi as an isolated structure, computed with ωB97M-V with the def2-TZVPD basis set.

Geometry (Å):
Ti -0.98011 0.02629 0.30609
O -1.46136 1.71115 1.83646
N -1.92809 2.75847 1.34323
N -1.73667 2.85437 0.07343
O -1.10316 1.93212 -0.62087
C -2.33111 3.94221 -0.62168
C -2.95279 4.98720 0.05635
C -3.51026 6.02645 -0.66926
C -3.45034 6.03852 -2.05843
C -2.82358 4.99280 -2.71801
C -2.25989 3.94116 -2.00658
H -2.99820 4.96999 1.13489
H -3.99739 6.83647 -0.14003
H -3.88945 6.85574 -2.61735
H -2.77046 4.98602 -3.79991
H -1.76685 3.11317 -2.49484
O -2.53603 -2.94552 0.85071
C -2.17985 -2.30730 1.83913
O -1.49761 -1.19283 1.80048
C -2.60813 -2.73881 3.20113
C -2.47018 -1.90566 4.31979
C -3.03845 -2.23093 5.53510
C -3.77151 -3.42978 5.67547
C -3.88597 -4.29260 4.56332
C -3.31549 -3.93864 3.35942
N -4.37881 -3.75045 6.87490
O -5.04489 -4.83994 6.96375
O -4.27333 -2.94500 7.86191
H -1.92445 -0.97706 4.20507
H -2.94719 -1.58528 6.39552
H -4.42994 -5.21659 4.68928
H -3.41678 -4.58684 2.49664
Br 2.86215 2.94571 5.14457
C 3.32189 1.47421 4.02350
C 4.58044 0.90935 4.15205
C 4.91299 -0.16231 3.33331
C 3.99540 -0.65716 2.41757
C 2.74573 -0.06611 2.29205
C 2.40164 1.01385 3.09927
C 1.76025 -0.58763 1.26062
O 1.79922 -1.76232 0.93575
O 0.99287 0.34495 0.79577
H 5.27984 1.29644 4.88073
H 5.89278 -0.61721 3.41820
H 4.23396 -1.50817 1.79588
H 1.43318 1.48255 2.98170
C -0.10037 -2.57553 -2.50958
C -1.17446 -1.49249 -2.38715
C -1.02508 -0.45893 -3.51463
C -2.56817 -2.12994 -2.45319
N -1.02792 -0.85758 -1.10863
H -0.14235 -3.06184 -3.49210
H -0.24320 -3.32305 -1.72742
H 0.88546 -2.12639 -2.37584
H 0.02651 -0.24576 -3.71931
H -1.51327 0.47222 -3.22031
H -1.48488 -0.82443 -4.43954
H -2.68422 -2.72315 -3.36754
H -3.33256 -1.34721 -2.44392
H -2.71034 -2.76272 -1.57558
C -5.53361 -0.91686 2.57081
N -5.22249 -1.02692 1.14513
C -5.55607 -2.30795 0.51485
C -4.18714 -0.35997 0.67146
N -3.31525 0.24839 0.21678
H -6.61484 -0.98790 2.69202
H -5.19126 0.04697 2.94023
H -5.04413 -1.70920 3.14157
H -6.63712 -2.44705 0.57710
H -5.03522 -3.12648 1.01015
H -5.24631 -2.28643 -0.52652
C 4.36884 3.97927 -3.42328
C 5.38322 3.33785 -2.48401
C 4.87320 3.23900 -1.04812
N 3.60594 2.52672 -0.92391
C 3.42817 1.24230 -1.37776
S 2.04677 0.75314 -2.08204
N 4.52987 0.44094 -1.05405
C 4.73320 -0.91608 -1.29934
O 5.41646 -1.55138 -0.52447
C 4.15552 -1.55269 -2.51794
C 3.54029 -2.78704 -2.37284
C 3.03504 -3.43737 -3.48896
C 3.17351 -2.86778 -4.74592
C 3.80837 -1.63998 -4.89012
C 4.28761 -0.97571 -3.77388
H 4.76961 4.07188 -4.43391
H 4.09434 4.98076 -3.08018
H 3.45745 3.38103 -3.48067
H 6.31724 3.90800 -2.47893
H 5.63432 2.33376 -2.83717
H 4.70416 4.23777 -0.64123
H 5.63044 2.77700 -0.41161
H 2.77481 3.07467 -1.09112
H 5.01902 0.72153 -0.21240
H 3.41815 -3.20114 -1.38044
H 2.51259 -4.37770 -3.37141
H 2.77064 -3.37253 -5.61530
H 3.90737 -1.19064 -5.87041
H 4.74812 -0.00043 -3.87348

⟨S²⟩: 0.77
Total charge: -2
Max |F| in eV/A: 0.861
Relative energy (zero: lowest compared OMol25 entry of this formula, charge and spin) in kcal per mole: 17.9
Total energy in hartree: -6410.200063
Gap between HOMO and LUMO (spin up / spin down) in eV: 3.8 / 6.9
2S+1: 2

=====

What is the max |F| in the first record?
5.492 eV/A

=====

Copy entry 4 word for word.
One molecule with the formula C4H6N2OS, computed with ωB97M-V with the def2-TZVPD basis set.

Geometry (Å):
O -3.25016 -1.25459 -0.31661
C -2.28826 -0.78807 0.25707
N -1.10720 -0.43711 -0.35300
C 0.03644 0.02488 0.33431
C 0.73263 1.34033 -0.10074
N 1.94709 0.54703 -0.22772
C 1.39407 -0.64827 0.01646
S 1.93165 -2.18990 -0.04720
H -2.25929 -0.56973 1.34134
H -1.02248 -0.70121 -1.35041
H -0.15610 0.02591 1.39583
H 0.77983 2.17285 0.63775
H 0.36898 1.74527 -1.07433
H 2.89281 0.73261 -0.51275

Max |F| in eV/A: 1.361
Relative energy (zero: lowest compared OMol25 entry of this formula, charge and spin) in kcal per mole: 39.9
Total energy in hartree: -738.941032
Gap between HOMO and LUMO in eV: 9.2
2S+1: 1